134
Properties=species:S:1:pos:R:3:lowdin_spin:R:1 method="wB97M-V/def2-TZVPD" e_tot_ha=-7563.8253 total_charge=+1 de_lowest_kcal_mol=31.3 spin_multiplicity=2 lumo_ha="-0.1070 / -0.1876" orbital_gap_ev="7.15 / 4.97"
Sn -0.84762 0.41727 -0.20201 0.030
C -4.09502 3.62947 -0.88391 0.000
C -4.45562 4.16967 0.34969 0.000
C -3.93252 3.61537 1.49289 0.000
C -3.03102 2.53407 1.40539 0.001
N -2.72132 2.00737 0.21219 0.012
C -3.24352 2.54507 -0.88301 0.001
N -2.47682 2.14347 2.57289 -0.001
C -1.68952 1.16347 2.85249 0.000
N -1.21062 0.16137 2.05169 0.000
C -0.45752 -0.69383 2.81349 -0.001
N 0.08128 -1.82183 2.51519 0.001
C 0.17418 -2.50583 1.35749 0.014
C 0.74238 -3.78953 1.46039 0.008
C 0.92568 -4.55083 0.33119 -0.001
C 0.52528 -4.03273 -0.89491 0.003
C -0.04332 -2.77533 -0.91431 0.000
N -0.20832 -2.02453 0.16449 0.011
C -0.40712 -0.18973 4.19029 0.000
C 0.22488 -0.65433 5.32799 0.000
C 0.05048 0.06767 6.50309 0.000
C -0.73722 1.21167 6.53279 0.000
C -1.37542 1.68107 5.39019 0.000
C -1.19512 0.96607 4.22059 0.000
H -4.47662 4.03597 -1.80821 0.000
H -5.12602 5.01487 0.40019 0.000
H -4.16882 4.00367 2.46979 0.000
H -2.92732 2.07447 -1.80541 0.000
H 1.04208 -4.13903 2.43399 0.000
H 1.37498 -5.52923 0.39469 0.000
H 0.65538 -4.59833 -1.80241 0.000
H -0.39792 -2.33183 -1.83461 0.000
H 0.84108 -1.53853 5.29229 0.000
H 0.54448 -0.26423 7.40489 0.000
H -0.85292 1.74907 7.46129 0.000
H -1.98722 2.57077 5.40889 0.000
C 1.37458 -0.64663 -3.57801 -0.001
C 0.83788 0.75837 -3.82191 0.000
C 1.56668 1.76917 -2.94171 0.002
C -0.69852 0.87587 -3.64311 0.002
C -1.45362 0.90147 -4.99361 0.000
O -2.46862 -0.07753 -4.85361 0.000
C -2.31142 -0.65653 -3.65111 0.001
N -1.35942 -0.21333 -2.92351 0.009
C -3.28852 -1.72073 -3.39201 0.000
C -3.75452 -2.39333 -4.52841 0.000
C -4.73702 -3.35873 -4.44591 0.000
C -5.30152 -3.65463 -3.21521 0.000
C -4.86262 -2.98743 -2.08871 0.000
C -3.84442 -2.03553 -2.14781 0.001
P -3.32182 -1.30483 -0.54941 0.008
C -2.94212 -2.82303 0.38499 0.001
C -2.88132 -2.67603 1.76899 0.000
C -2.65292 -3.76803 2.58099 0.000
C -2.44982 -5.01733 2.01559 0.000
C -2.45392 -5.15903 0.63849 0.000
C -2.69082 -4.06673 -0.17951 0.000
C -4.97582 -0.94233 0.17189 0.001
C -5.59372 0.24387 -0.20791 0.000
C -6.81412 0.61097 0.32719 0.000
C -7.42452 -0.19443 1.27269 0.000
C -6.83042 -1.38983 1.63769 0.000
C -5.62072 -1.77013 1.08709 0.000
H 2.39818 -0.70263 -3.94121 0.000
H 0.77878 -1.38933 -4.10671 0.000
H 1.37538 -0.87263 -2.51281 -0.001
H 1.04738 1.01197 -4.86791 0.000
H 1.30928 1.60527 -1.89541 0.004
H 1.29568 2.78617 -3.21701 0.000
H 2.64418 1.67447 -3.05671 0.000
H -0.89722 1.79307 -3.07321 0.001
H -0.81562 0.61887 -5.83571 0.000
H -1.92352 1.86167 -5.21181 0.000
H -3.32802 -2.14633 -5.48781 0.000
H -5.06562 -3.87333 -5.33591 0.000
H -6.07712 -4.40093 -3.13171 0.000
H -5.31732 -3.20173 -1.13281 0.000
H -3.03672 -1.69333 2.19439 0.000
H -2.64012 -3.63853 3.65169 0.000
H -2.28062 -5.87403 2.64869 0.000
H -2.27512 -6.12713 0.19529 0.000
H -2.67422 -4.19293 -1.25251 0.000
H -5.11452 0.87977 -0.93731 0.000
H -7.27722 1.53407 0.01549 0.000
H -8.36092 0.09997 1.71709 0.000
H -7.30032 -2.03123 2.36639 0.000
H -5.18012 -2.70953 1.38569 0.000
F 5.42168 1.76357 -2.10791 0.000
C 5.32398 0.49637 -2.54361 -0.001
C 4.94508 -0.47663 -1.64101 -0.002
C 4.77598 -1.76293 -2.12191 0.000
F 4.29798 -2.68213 -1.27211 0.005
C 5.03318 -2.10053 -3.44471 0.000
F 4.85138 -3.34533 -3.88361 0.000
C 5.44778 -1.10433 -4.32921 0.000
F 5.67638 -1.39613 -5.60651 0.000
C 5.57628 0.20907 -3.88051 0.000
F 5.89318 1.17827 -4.74001 0.000
Ge 4.35978 -0.06993 0.22219 0.074
S 2.24698 -0.43683 0.30919 0.748
C 4.89818 1.79457 0.71279 0.012
C 6.24358 2.09217 0.83319 0.001
F 7.10378 1.08267 0.64999 0.000
C 6.70158 3.37617 1.10399 0.000
F 8.00178 3.64327 1.19239 0.000
C 5.76718 4.39717 1.27529 -0.001
F 6.16708 5.63967 1.52519 0.000
C 4.40968 4.11707 1.17769 0.001
F 3.51328 5.10037 1.34059 0.000
C 3.99408 2.82177 0.89669 0.002
F 2.68198 2.58607 0.78789 0.018
C 5.20638 -1.28343 1.56239 0.019
C 6.01448 -2.37693 1.30959 0.003
F 6.51288 -2.54893 0.08339 0.001
C 6.33098 -3.29983 2.30399 0.000
F 7.08418 -4.36143 2.02299 0.000
C 5.84518 -3.11633 3.59639 0.002
F 6.12998 -3.99983 4.54839 0.001
C 5.05938 -2.00193 3.88459 0.000
F 4.59838 -1.80723 5.12159 0.000
C 4.75628 -1.11693 2.86099 0.005
F 3.98778 -0.04123 3.11489 0.000
O -0.13302 2.92367 -0.19391 0.003
N 0.16628 4.15597 -0.03361 0.000
C 0.36168 4.67007 1.19279 0.000
C 0.68528 5.99867 1.36019 0.000
C 0.80768 6.83157 0.25819 0.000
C 0.58718 6.28767 -0.99831 0.000
C 0.27108 4.95417 -1.11291 0.000
H 0.26578 3.97107 2.01029 0.000
H 0.85298 6.37997 2.35319 0.000
H 1.07438 7.86857 0.36949 0.000
H 0.65218 6.88607 -1.89381 0.000
H 0.10228 4.46587 -2.06071 0.000